1.
{"formula": "C40H74N7O2SSi", "method": "wB97M-V/def2-TZVPD", "total_charge": 1, "homo_ev": -9.066, "lumo_energy_ev": -2.9114, "e_tot_ha": -2789.69211, "species": ["C", "C", "C", "C", "C", "C", "C", "C", "C", "C", "C", "C", "C", "C", "C", "C", "C", "N", "C", "Si", "C", "C", "C", "C", "N", "N", "C", "S", "C", "O", "O", "H", "H", "H", "H", "H", "H", "H", "H", "H", "H", "H", "H", "H", "H", "H", "H", "H", "H", "H", "H", "H", "H", "H", "H", "H", "H", "H", "H", "H", "H", "H", "H", "H", "H", "H", "H", "H", "H", "H", "H", "H", "H", "H", "H", "H", "H", "H", "H", "H", "H", "H", "H", "H", "H", "N", "C", "C", "C", "C", "H", "H", "H", "H", "H", "N", "C", "C", "C", "C", "H", "H", "H", "H", "H", "N", "C", "C", "C", "C", "H", "H", "H", "H", "H", "N", "C", "C", "C", "C", "H", "H", "H", "H", "H"], "xyz": [[9.13588, -2.46226, -0.23974], [9.84155, -1.10543, -0.08284], [9.38340, -0.28058, 1.13578], [8.45371, 0.91008, 0.82330], [7.06771, 0.80874, 1.47225], [6.34354, 2.15598, 1.65859], [5.13952, 2.37953, 0.72230], [3.94867, 3.12260, 1.36391], [3.61171, 4.49056, 0.75571], [3.54511, 4.54165, -0.77293], [2.71272, 3.42351, -1.39534], [1.20509, 3.58187, -1.17755], [0.39290, 2.99155, -2.32858], [-1.11152, 2.88044, -2.02680], [-1.58457, 1.42998, -1.77884], [-2.40911, 1.23563, -0.49265], [-3.92821, 1.11078, -0.73280], [-4.68540, 2.10182, 0.01774], [-6.12326, 2.15088, -0.28335], [-7.15724, 2.64759, 1.26394], [-8.71795, 3.52102, 0.73190], [-6.11436, 3.76959, 2.34135], [-7.57883, 1.11574, 2.28215], [-6.59188, 0.86597, -0.97833], [-8.03747, 0.70062, -0.93067], [-5.94810, -0.31050, -0.29024], [-4.42629, -0.27631, -0.27272], [-3.64956, -1.68618, -1.15762], [-4.92842, -2.86394, -1.50498], [-3.16001, -1.18974, -2.40674], [-2.75942, -2.25654, -0.19427], [8.77658, -2.83598, 0.72175], [8.29011, -2.39730, -0.92602], [9.82795, -3.20539, -0.63753], [10.91878, -1.27123, -0.02572], [9.66936, -0.51908, -0.98883], [10.26896, 0.09714, 1.65087], [8.87773, -0.94628, 1.84225], [8.33439, 0.98563, -0.26105], [8.92021, 1.83872, 1.15791], [6.44342, 0.13710, 0.87456], [7.18731, 0.32893, 2.44742], [7.07074, 2.95693, 1.49454], [6.01677, 2.24819, 2.69670], [5.47992, 2.91330, -0.16767], [4.79979, 1.40320, 0.36700], [3.05912, 2.48796, 1.33416], [4.17984, 3.28205, 2.41980], [4.32303, 5.23986, 1.11339], [2.63550, 4.80206, 1.14329], [4.54548, 4.55132, -1.20913], [3.08786, 5.49522, -1.05776], [3.02841, 2.44947, -1.01093], [2.90818, 3.39955, -2.47195], [0.90353, 3.07650, -0.25236], [0.95786, 4.64413, -1.07907], [0.54632, 3.61262, -3.21467], [0.79462, 2.00553, -2.58266], [-1.65729, 3.29089, -2.87920], [-1.36845, 3.51448, -1.17302], [-2.13949, 1.07634, -2.64679], [-0.70192, 0.79319, -1.72854], [-2.05553, 0.36952, 0.07313], [-2.27318, 2.10929, 0.14785], [-4.11691, 1.25487, -1.79842], [-4.49182, 2.00199, 1.00833], [-6.28715, 2.93921, -1.03053], [-9.49150, 2.78328, 0.51834], [-8.56155, 4.13279, -0.15743], [-9.06752, 4.16299, 1.54302], [-5.04605, 3.56420, 2.27309], [-6.27321, 4.80900, 2.04918], [-6.42155, 3.65696, 3.38216], [-8.45030, 1.32664, 2.90596], [-7.84043, 0.22076, 1.70954], [-6.76986, 0.85702, 2.97403], [-6.24379, 0.83875, -2.01372], [-8.45143, 0.95268, -1.82198], [-8.34331, -0.24601, -0.73122], [-6.29271, -0.31425, 0.67656], [-6.29629, -1.16561, -0.72518], [-4.11392, -0.39974, 0.76357], [-4.39637, -3.76929, -1.79764], [-5.55691, -3.05695, -0.63478], [-5.52273, -2.51447, -2.35002], [-6.85994, -6.95670, -3.55307], [-7.60385, -5.84009, -3.29807], [-7.00622, -4.78827, -3.94396], [-5.85568, -5.29369, -4.61068], [-5.79594, -6.63646, -4.34885], [-7.06764, -7.87845, -3.21329], [-8.49293, -5.88910, -2.69319], [-7.36396, -3.77075, -3.95206], [-5.16138, -4.74049, -5.22095], [-5.09418, -7.38709, -4.66861], [1.82335, -1.51364, -4.85503], [2.59189, -1.40301, -3.72966], [1.74928, -1.33280, -2.65251], [0.41881, -1.40425, -3.15080], [0.49903, -1.51470, -4.51374], [2.17878, -1.58250, -5.79092], [3.66644, -1.38636, -3.78872], [2.05249, -1.24188, -1.62251], [-0.49095, -1.37495, -2.57558], [-0.26924, -1.59422, -5.26357], [-5.86999, 0.34440, 7.35979], [-5.77741, -0.97600, 7.70104], [-6.25488, -1.71635, 6.65369], [-6.65211, -0.80268, 5.64005], [-6.40106, 0.46203, 6.10634], [-5.59546, 1.11130, 7.94619], [-5.38392, -1.27707, 8.65636], [-6.31731, -2.79079, 6.62002], [-7.07808, -1.04928, 4.68100], [-6.55676, 1.42828, 5.65694], [12.17120, -3.42362, 1.94905], [11.79011, -4.57261, 1.31132], [12.87621, -5.05628, 0.63278], [13.95660, -4.16317, 0.87285], [13.48992, -3.16732, 1.68810], [11.57344, -2.85359, 2.51870], [10.78294, -4.94392, 1.39173], [12.89560, -5.94867, 0.03007], [14.96023, -4.24407, 0.49060], [13.98207, -2.30446, 2.10272]], "lowdin_charge": [-0.11, -0.25, -0.21, -0.21, -0.21, -0.20, -0.20, -0.20, -0.21, -0.22, -0.21, -0.21, -0.21, -0.18, -0.18, -0.12, -0.32, -0.01, -0.30, 0.57, -0.17, -0.16, -0.17, -0.33, 0.08, 0.13, -0.22, 0.65, -0.13, -0.27, -0.27, 0.06, 0.07, 0.06, 0.09, 0.10, 0.10, 0.09, 0.11, 0.10, 0.11, 0.10, 0.11, 0.10, 0.10, 0.10, 0.10, 0.10, 0.11, 0.10, 0.10, 0.11, 0.10, 0.11, 0.11, 0.12, 0.11, 0.10, 0.10, 0.10, 0.10, 0.09, 0.11, 0.12, 0.15, 0.10, 0.13, 0.03, 0.04, 0.04, 0.03, 0.04, 0.04, 0.05, 0.01, 0.02, 0.16, 0.11, 0.09, 0.15, 0.13, 0.15, 0.09, 0.08, 0.07, 0.01, -0.14, -0.14, -0.12, -0.13, 0.15, 0.11, 0.08, 0.09, 0.11, 0.01, -0.14, -0.11, -0.12, -0.13, 0.15, 0.11, 0.09, 0.07, 0.11, 0.01, -0.13, -0.11, -0.13, -0.15, 0.15, 0.11, 0.09, 0.07, 0.09, 0.00, -0.16, -0.11, -0.11, -0.14, 0.14, 0.10, 0.09, 0.09, 0.10]}

***

2.
{"formula": "C9H11O3", "method": "wB97M-V/def2-TZVPD", "total_charge": -1, "homo_ev": -2.665, "lumo_energy_ev": 3.3347, "e_tot_ha": -575.24195, "species": ["C", "C", "C", "C", "C", "C", "C", "O", "H", "H", "H", "H", "H", "H", "H", "H", "C", "C", "O", "O", "H", "H", "H"], "xyz": [[-0.22892, -1.37590, -3.44117], [-1.28207, -1.14678, 0.75146], [0.12523, -0.82743, 0.25833], [-2.30210, -1.55186, -0.24179], [0.35239, -0.83690, -1.13066], [-1.87752, -1.45811, -1.51916], [-0.57720, -1.29197, -2.01502], [-1.59821, -0.86430, 1.86263], [1.71301, 0.37723, 2.66737], [0.67277, -0.41512, 1.04481], [-3.41380, -1.64750, 0.14086], [1.36623, -0.41416, -1.34102], [-2.58068, -1.73089, -2.31130], [-1.16354, -1.30189, -3.95006], [0.40078, -2.14826, -3.80769], [0.25755, -0.45547, -3.67971], [0.92610, 2.60834, 2.10145], [2.19198, 2.25457, 2.67926], [3.06431, 3.02574, 2.99092], [2.40145, 1.04859, 3.17492], [1.07171, 3.38513, 1.17905], [0.14466, 2.96380, 2.88222], [0.33587, 1.80315, 1.70430]], "lowdin_charge": [-0.10, -0.54, -0.04, -0.06, -0.13, -0.14, -0.37, -0.07, 0.18, 0.02, 0.12, 0.11, 0.09, 0.05, 0.05, 0.06, -0.02, -0.67, 0.07, 0.07, 0.15, 0.13, 0.04]}